# 1
Entry from OMol25: C9H7NO in the gas phase in a non-equilibrium geometry (the ωB97M-V functional and the def2-TZVPD basis).

Values from the calculation:
Energy relative to the best compared isomer or geometry (same formula, charge and spin) = 85.73 kcal per mole
Strongest force on any atom = 7.899 eV/A
Multiplicity = 1
SMILES = O=c1[nH]ccc2ccccc12
HOMO-LUMO gap = 8.7 eV

Element x y z (Å)
O (-0.982, 2.232, 2.003)
N (0.028, 0.410, 2.425)
C (-0.829, 0.532, -2.318)
C (-0.491, 1.149, 1.458)
C (1.237, -0.961, 0.962)
C (1.318, -0.332, 2.166)
C (-0.326, -0.768, -2.437)
C (0.198, -0.491, -0.131)
C (0.121, -1.321, -1.273)
C (-0.325, 0.699, -0.042)
C (-1.034, 1.266, -1.106)
H (1.915, -1.719, 0.542)
H (0.733, -2.196, -1.484)
H (-1.650, 2.195, -0.893)
H (-0.180, 0.569, 3.391)
H (1.737, -0.980, 3.158)
H (-1.306, 1.231, -3.175)
H (-0.164, -1.517, -3.245)

# 2
Entry from OMol25: C9H7P in the gas phase in a non-equilibrium geometry (the ωB97M-V functional and the def2-TZVPD basis).

Values from the calculation:
Strongest force on any atom = 5.090 eV/A
Multiplicity = 1
HOMO-LUMO gap = 8.1 eV

Element x y z (Å)
P (-2.904, 1.393, -0.177)
C (-2.742, -0.134, 0.420)
C (-2.883, -1.464, 0.477)
C (-1.122, 1.904, 0.005)
C (-0.106, 1.152, -0.439)
C (1.401, 1.240, -0.103)
C (1.458, -0.316, -0.026)
C (-0.982, -1.203, -0.673)
C (-1.963, -2.063, -0.456)
C (-0.049, -0.329, -0.485)
H (2.136, -0.842, -0.888)
H (1.597, 1.765, 0.964)
H (1.496, -0.918, 0.938)
H (-3.382, -1.906, 1.193)
H (-0.748, 2.908, 0.416)
H (1.895, 1.823, -0.903)
H (-2.256, -2.943, -0.871)

# 3
Entry from OMol25: C9H8 in the gas phase in a non-equilibrium geometry (the ωB97M-V functional and the def2-TZVPD basis).

Values from the calculation:
Energy relative to the best compared isomer or geometry (same formula, charge and spin) = 139.52 kcal per mole
Strongest force on any atom = 4.831 eV/A
Multiplicity = 1
HOMO-LUMO gap = 7.5 eV

Element x y z (Å)
C (-0.431, 0.012, -1.094)
C (0.756, -1.669, 0.092)
C (2.006, 0.913, -1.879)
C (0.384, 0.606, 0.012)
C (1.083, -0.509, 0.656)
C (-0.070, 1.712, 0.907)
C (-0.329, -1.510, -1.010)
C (3.205, 0.674, -2.179)
C (0.765, 0.822, -1.373)
H (0.548, 2.519, 0.831)
H (-1.419, 0.438, -1.362)
H (1.100, -2.687, 0.214)
H (1.632, -0.292, 1.584)
H (-1.177, 2.022, 0.687)
H (-0.091, 1.274, 1.968)
H (-1.274, -2.033, -0.703)
H (-0.011, -1.951, -1.957)

# 4
Entry from OMol25: 36 unconnected molecules or ions with the total composition C9H82N3O40P in a non-equilibrium geometry (the ωB97M-V functional and the def2-TZVPD basis).

Values from the calculation:
Strongest force on any atom = 2.192 eV/A
Multiplicity = 1
HOMO-LUMO gap = 7.4 eV

Element x y z (Å)
P (-0.781, -0.167, 0.247)
O (-5.914, 3.938, -4.354)
O (-1.547, 4.282, 4.146)
O (-2.539, 0.505, -1.629)
O (8.814, -1.694, 0.668)
O (-0.790, -0.695, -2.345)
O (-1.561, 8.572, 7.568)
O (-3.190, -3.326, 0.496)
O (-3.220, 1.885, -4.461)
O (5.243, 3.940, 5.766)
O (-0.158, 2.138, -4.469)
O (3.569, -4.136, 1.610)
O (-3.660, -8.694, 0.166)
O (6.250, -2.797, -0.941)
O (-5.585, -0.175, -5.556)
O (9.645, -4.055, 2.269)
O (2.384, -1.315, 1.205)
O (-2.508, -4.040, 6.694)
O (5.423, -5.644, -0.245)
O (2.878, -5.407, -3.626)
O (-7.804, 1.651, -4.307)
O (7.244, -4.897, 4.387)
O (3.737, -1.648, -2.817)
O (-5.600, 0.746, -2.731)
O (5.722, 5.539, 8.179)
O (-0.672, -2.107, -6.413)
O (-3.470, 8.317, -5.082)
O (-2.232, -5.775, -0.044)
O (-4.394, 3.216, -6.963)
O (-0.265, -1.845, 2.858)
O (0.844, -3.884, 1.451)
O (-1.397, 6.310, 6.275)
O (2.785, 4.717, 3.823)
O (-5.946, 6.411, -6.261)
O (-2.546, 9.123, -8.505)
O (5.372, -0.851, 2.626)
O (0.207, -3.588, -3.615)
O (0.525, -1.228, 0.171)
O (-2.076, -7.321, 6.714)
O (-2.780, 5.994, -7.448)
O (2.239, -5.248, -0.706)
N (1.082, 3.907, 1.294)
N (-2.497, -3.412, 4.078)
N (1.697, -0.576, 0.623)
C (0.389, 2.267, -0.320)
C (0.951, 3.461, 0.052)
C (-0.076, 1.438, 0.694)
C (-1.998, -0.779, 1.444)
C (-2.565, -2.080, 3.465)
C (-1.477, -0.115, -1.506)
C (-1.561, -1.992, 2.280)
C (0.627, 3.080, 2.217)
C (0.039, 1.857, 2.006)
H (4.675, -5.332, 0.278)
H (-2.883, 9.033, -5.343)
H (-3.874, -3.980, 0.679)
H (6.215, -3.722, -0.665)
H (-5.250, -0.012, -3.211)
H (-3.490, 5.365, -7.251)
H (-2.069, 8.367, 8.360)
H (0.608, -3.962, -2.825)
H (-0.276, 1.207, -4.237)
H (-1.653, -2.944, 1.774)
H (3.462, -3.210, 1.848)
H (-3.196, -3.494, 4.800)
H (5.263, -6.585, -0.361)
H (3.068, -1.640, -2.126)
H (-2.212, -5.789, -1.008)
H (1.255, -4.653, 1.023)
H (-1.528, 5.023, 3.533)
H (-3.128, 7.551, -5.558)
H (-2.715, -7.992, 6.974)
H (3.509, 5.294, 4.090)
H (4.539, -0.890, 2.145)
H (-2.883, -1.093, 0.880)
H (7.037, -2.451, -0.502)
H (8.683, -0.768, 0.891)
H (-0.819, 7.035, 6.029)
H (4.575, -1.658, -2.333)
H (5.744, 5.567, 7.213)
H (-5.805, 3.871, -5.309)
H (5.821, -0.084, 2.260)
H (-0.657, 8.662, 7.889)
H (-1.623, -3.535, 4.570)
H (-5.020, 1.473, -2.985)
H (2.001, -5.016, -3.686)
H (-2.308, 0.036, 2.112)
H (4.046, -4.516, 2.357)
H (7.712, -5.256, 5.148)
H (-2.590, -4.978, 6.915)
H (-2.192, 6.749, 6.580)
H (4.407, 3.895, 5.285)
H (-2.653, 8.194, -8.271)
H (-1.250, -7.805, 6.622)
H (8.971, -4.718, 2.466)
H (2.294, -5.313, -1.668)
H (-5.698, 6.111, -5.376)
H (9.287, -2.058, 1.429)
H (-6.994, 1.137, -4.447)
H (-0.058, -2.700, 3.250)
H (0.337, 1.956, -1.359)
H (0.679, 2.372, -4.057)
H (-2.404, 1.804, -4.969)
H (5.006, 3.696, 6.669)
H (-0.271, -2.484, -5.622)
H (-1.556, 4.703, 5.019)
H (-3.579, 3.139, -7.470)
H (-3.038, -3.407, -0.451)
H (0.124, -2.647, -3.406)
H (-2.219, -1.356, 4.224)
H (-4.813, 0.365, -5.328)
H (6.446, 6.111, 8.450)
H (-5.611, -0.150, -6.518)
H (2.974, -4.669, -0.474)
H (-8.448, 1.001, -4.017)
H (7.119, -3.967, 4.605)
H (-1.497, -5.199, 0.200)
H (-3.099, -7.950, -0.083)
H (-0.300, 1.201, 2.801)
H (3.418, -4.859, -4.205)
H (-2.669, 5.926, -8.403)
H (-3.258, -9.452, -0.269)
H (-4.142, 2.920, -6.073)
H (-0.756, -1.171, -6.212)
H (-1.719, 9.379, -8.086)
H (1.402, -3.153, 1.188)
H (-2.965, 1.587, -3.579)
H (9.814, -4.166, 1.327)
H (-6.626, 3.312, -4.158)
H (-1.718, -3.758, 7.166)
H (1.339, 4.097, -0.744)
H (-3.586, -1.886, 3.124)
H (2.805, 4.748, 2.857)
H (-5.134, 6.344, -6.768)
H (0.741, 3.391, 3.253)

# 5
Entry from OMol25: a molecular structure, C9H8AuBr2Cl2NO2 (the ωB97M-V functional and the def2-TZVPD basis).

Values from the calculation:
Energy relative to the best compared isomer or geometry (same formula, charge and spin) = 1.15 kcal per mole
Strongest force on any atom = 0.664 eV/A
Multiplicity = 3
HOMO-LUMO gap (alpha / beta) = 8.6 / 7.6 eV

Element x y z (Å)
Au (0.757, -1.973, -1.018)
Br (2.766, -3.164, -0.472)
Br (-0.556, -3.976, -3.080)
Cl (-2.729, 1.600, -0.903)
Cl (-3.277, -0.085, -3.244)
O (-0.966, -1.011, -1.594)
O (0.268, 0.726, -2.294)
N (0.587, -1.092, 0.894)
C (0.511, -0.042, 1.679)
C (-0.782, 0.163, -2.085)
C (0.325, 2.198, 3.296)
C (0.872, -2.687, -2.904)
C (0.721, 2.337, 1.965)
C (0.028, 0.938, 3.830)
C (0.827, 1.241, 1.144)
C (0.118, -0.181, 3.042)
C (-2.079, 0.913, -2.415)
H (-1.837, 1.748, -3.058)
H (1.125, 1.319, 0.108)
H (1.814, -3.183, -3.089)
H (0.250, 3.075, 3.924)
H (-0.103, -1.168, 3.423)
H (0.688, -1.858, -3.578)
H (-0.276, 0.846, 4.863)
H (0.946, 3.317, 1.566)

# 6
Entry from OMol25: a molecular structure, C9H8AuFN4O7S in a non-equilibrium geometry (the ωB97M-V functional and the def2-TZVPD basis).

Values from the calculation:
Energy relative to the best compared isomer or geometry (same formula, charge and spin) = 47.01 kcal per mole
Strongest force on any atom = 1.221 eV/A
Multiplicity = 1
HOMO-LUMO gap (alpha / beta) = 5.6 / 5.6 eV

Element x y z (Å)
Au (-0.811, -0.855, -1.246)
S (-0.533, 1.599, -1.483)
F (-2.669, -0.738, -1.767)
O (-1.843, 0.060, 3.670)
O (4.689, -0.674, 3.902)
O (3.300, -0.746, 5.545)
O (1.090, -1.042, -1.235)
O (3.160, -0.757, -0.631)
O (-0.780, -1.100, 0.901)
O (-1.725, -2.092, 3.730)
N (-2.551, 1.688, -3.214)
N (-0.462, 1.585, -4.155)
N (-1.262, -0.994, 3.507)
N (3.563, -0.727, 4.355)
C (2.444, -0.794, 3.417)
C (0.129, -0.927, 3.021)
C (1.148, -0.852, 3.917)
C (-3.244, 1.602, -4.492)
C (2.014, -0.869, -0.278)
C (2.679, -0.801, 2.064)
C (0.300, -0.985, 1.617)
C (1.630, -0.885, 1.159)
C (-1.245, 1.609, -3.077)
H (-3.080, 1.550, -2.365)
H (0.531, 1.501, -4.016)
H (0.969, -0.834, 4.983)
H (3.692, -0.737, 1.692)
H (-0.831, 1.470, -5.085)
H (-3.029, 0.654, -4.989)
H (-4.312, 1.656, -4.310)
H (-2.959, 2.433, -5.139)

# 7
Entry from OMol25: 2 unconnected molecules or ions with the total composition C9H8BFO10S in a non-equilibrium geometry (the ωB97M-V functional and the def2-TZVPD basis).

Values from the calculation:
Strongest force on any atom = 6.218 eV/A
Net charge = -2
Multiplicity = 1
HOMO-LUMO gap = 3.8 eV

Element x y z (Å)
S (-1.748, 1.678, -0.192)
F (-2.412, 1.031, -3.646)
O (0.319, -1.239, 1.396)
O (1.764, -6.214, -0.671)
O (-2.981, 2.372, 0.386)
O (1.407, -1.571, -1.188)
O (0.369, -5.909, 1.769)
O (-0.976, 2.854, -1.149)
O (0.824, 2.987, 3.050)
O (-4.049, 2.184, -2.542)
O (2.282, 3.539, 1.120)
O (-0.821, 1.291, 1.148)
C (-1.761, 3.231, -2.301)
C (1.423, -5.064, -0.270)
C (0.388, -3.595, 1.582)
C (0.588, -2.403, 0.963)
C (1.212, -2.530, -0.430)
C (1.610, -3.868, -0.895)
C (0.617, 1.383, 0.884)
C (-2.817, 2.131, -2.805)
C (0.701, -4.945, 1.076)
B (1.268, 2.668, 1.681)
H (2.146, 4.432, 1.529)
H (-1.080, 3.465, -3.210)
H (1.104, 0.441, 1.396)
H (-2.345, 4.207, -2.081)
H (2.104, -3.853, -1.861)
H (0.910, 1.366, -0.220)
H (0.012, 3.536, 2.911)
H (-0.058, -3.603, 2.571)

# 8
Entry from OMol25: 4 unconnected molecules or ions with the total composition C9H8Cl9NO2 in a non-equilibrium geometry (the ωB97M-V functional and the def2-TZVPD basis).

Values from the calculation:
Strongest force on any atom = 3.240 eV/A
Multiplicity = 1
SMILES = O=[N+]([O-])c1ccccc1.ClC(Cl)Cl.ClC(Cl)Cl.ClC(Cl)Cl
HOMO-LUMO gap = 9.8 eV

Element x y z (Å)
Cl (5.438, -0.144, 0.088)
Cl (0.981, -2.896, -0.209)
Cl (-3.772, -0.067, 2.641)
Cl (1.571, -0.413, 1.263)
Cl (-1.863, 2.025, 2.170)
Cl (-3.149, 1.764, 4.757)
Cl (4.773, -0.728, 2.866)
Cl (-1.034, -1.591, 1.484)
Cl (7.382, 0.400, 2.236)
O (1.059, 2.098, -2.221)
O (1.209, 0.631, -3.783)
N (0.708, 1.133, -2.791)
C (-2.750, 0.781, -1.342)
C (-0.567, 0.534, -2.320)
C (-2.417, 0.864, 3.375)
C (-0.825, -0.799, -2.703)
C (0.693, -1.932, 1.202)
C (-3.047, -0.509, -1.752)
C (-2.054, -1.357, -2.323)
C (-1.560, 1.352, -1.753)
C (5.718, 0.390, 1.779)
H (-0.106, -1.449, -3.163)
H (-1.542, 0.299, 3.639)
H (1.072, -2.486, 2.070)
H (-1.309, 2.458, -1.619)
H (-2.338, -2.292, -2.726)
H (5.321, 1.409, 1.922)
H (-4.056, -0.947, -1.689)
H (-3.533, 1.473, -1.099)

# 9
Entry from OMol25: C9H8F3NO2 in the gas phase in a non-equilibrium geometry (the ωB97M-V functional and the def2-TZVPD basis).

Values from the calculation:
Strongest force on any atom = 6.149 eV/A
Multiplicity = 1
SMILES = Cc1c(C(F)(F)F)n2c(cc1=O)CCO2
HOMO-LUMO gap = 8.8 eV

Element x y z (Å)
F (-2.638, -0.590, 1.982)
F (-0.785, -1.542, 2.472)
F (-1.800, -2.188, 0.622)
O (-0.532, 3.037, -1.072)
O (0.854, -1.842, 0.341)
N (0.421, -0.572, -0.056)
C (-2.367, 1.893, 0.807)
C (2.489, -0.925, -1.084)
C (-0.800, -0.049, 0.604)
C (-1.127, 1.203, 0.263)
C (-0.203, 1.934, -0.690)
C (-1.516, -1.097, 1.446)
C (1.091, 1.388, -1.122)
C (1.347, 0.112, -0.714)
C (1.848, -2.251, -0.624)
H (1.129, -2.738, -1.352)
H (2.614, -2.772, -0.132)
H (2.685, -0.693, -2.119)
H (1.802, 1.841, -1.704)
H (-2.561, 2.899, 0.187)
H (-3.227, 1.384, 0.768)
H (-2.152, 2.069, 1.784)
H (3.426, -0.498, -0.607)

# 10
Entry from OMol25: 2 unconnected molecules or ions with the total composition C9H8F3NO5S in a non-equilibrium geometry (the ωB97M-V functional and the def2-TZVPD basis).

Values from the calculation:
Strongest force on any atom = 2.141 eV/A
Multiplicity = 1
HOMO-LUMO gap = 5.1 eV

Element x y z (Å)
S (0.633, -0.134, -4.081)
F (2.410, -0.691, -5.959)
F (1.675, 1.339, -6.018)
F (0.428, -0.282, -6.714)
O (1.718, 0.284, -3.212)
O (0.312, -1.544, -4.001)
O (1.725, 1.676, 1.773)
O (2.481, 0.018, 3.057)
O (-0.521, 0.746, -4.059)
N (-2.477, -0.612, 3.033)
C (-1.926, -0.777, 1.819)
C (-0.619, -0.361, 1.595)
C (1.517, 0.717, 2.428)
C (0.106, 0.215, 2.643)
C (1.320, 0.068, -5.775)
C (-0.512, 0.356, 3.888)
C (0.022, -0.479, 0.270)
C (-0.261, 0.563, -0.609)
C (-1.811, -0.057, 4.052)
H (-1.254, 0.581, -1.066)
H (-2.492, -1.229, 1.021)
H (-2.304, 0.079, 5.002)
H (2.089, -0.399, 3.835)
H (0.484, 1.329, -0.795)
H (0.664, -1.320, 0.023)
H (-3.441, -0.901, 3.151)
H (0.034, 0.815, 4.699)

# 11
Entry from OMol25: C9H8N2 in the gas phase in a non-equilibrium geometry (the ωB97M-V functional and the def2-TZVPD basis).

Values from the calculation:
Energy relative to the best compared isomer or geometry (same formula, charge and spin) = 56.92 kcal per mole
Strongest force on any atom = 4.187 eV/A
Multiplicity = 1
SMILES = Cc1ccnc2ncccc12
HOMO-LUMO gap = 8.6 eV

Element x y z (Å)
N (-0.178, -2.402, 0.174)
N (2.054, -1.617, -0.076)
C (-1.712, 1.698, 0.242)
C (0.161, 0.088, -0.066)
C (-1.945, -0.917, -0.301)
C (-1.412, -2.094, 0.019)
C (-1.200, 0.268, -0.107)
C (2.830, -0.597, -0.043)
C (2.419, 0.756, 0.076)
C (1.119, 1.103, -0.255)
C (0.627, -1.358, 0.042)
H (-2.980, -0.955, -0.588)
H (-2.265, 1.962, -0.719)
H (-2.357, 1.884, 1.074)
H (-2.146, -2.896, 0.221)
H (0.770, 2.121, -0.687)
H (3.852, -0.815, 0.248)
H (-0.829, 2.194, 0.633)
H (3.192, 1.578, 0.114)

# 12
Entry from OMol25: C9H8N2 in the gas phase in a non-equilibrium geometry (the ωB97M-V functional and the def2-TZVPD basis).

Values from the calculation:
Energy relative to the best compared isomer or geometry (same formula, charge and spin) = 57.55 kcal per mole
Strongest force on any atom = 8.348 eV/A
Multiplicity = 1
SMILES = c1ccc(-c2ncc[nH]2)cc1
HOMO-LUMO gap = 9.3 eV

Element x y z (Å)
N (-1.755, -0.652, 0.736)
N (-1.803, 0.858, -0.859)
C (1.182, 1.186, 0.341)
C (3.214, -0.054, 0.037)
C (1.160, -1.107, -0.412)
C (-0.959, 0.097, -0.081)
C (0.383, 0.031, -0.001)
C (-3.141, -0.499, 0.502)
C (2.539, 1.117, 0.347)
C (-3.095, 0.381, -0.522)
C (2.495, -1.155, -0.396)
H (-3.930, 0.938, -0.939)
H (0.693, -1.891, -0.632)
H (2.769, -2.133, -0.435)
H (0.618, 2.145, 0.729)
H (3.104, 2.018, 0.679)
H (4.281, -0.188, -0.089)
H (-3.868, -0.982, 1.051)
H (-1.425, -1.328, 1.590)